The following is a quantum chemistry calculation of a 11-piece molecular cluster, C44H58N4O10 overall at a distorted geometry, from the Open Molecules 2025 dataset.

The largest force on an atom is 1.50 eV Å⁻¹. Its SMILES is C[N+](=O)[O-].C[N+](=O)[O-].C[N+](=O)[O-].C[N+](=O)[O-].c1ccccc1.c1ccccc1.c1ccccc1.c1ccccc1.c1ccccc1.c1ccccc1.COCCOC. Its multiplicity is 1. As for the total energy: -72991.612 eV.

Last column: Mulliken charge in e.
CARTESIAN COORDINATES (ANGSTROEM)
C 22.59 -21.66 16.69  -0.345
N 21.96 -22.47 15.60  0.922
O 22.40 -22.34 14.47  -0.464
O 21.04 -23.19 15.92  -0.587
H 23.45 -21.15 16.28  0.152
H 22.86 -22.37 17.47  0.333
H 21.84 -20.96 17.03  -0.016
C 24.48 -15.10 14.38  -0.397
N 25.85 -15.32 15.00  0.896
O 26.77 -14.64 14.61  -0.564
O 25.91 -16.17 15.86  -0.523
H 23.81 -15.04 15.22  0.084
H 24.39 -15.96 13.73  0.221
H 24.54 -14.13 13.89  0.328
C 20.88 -14.45 18.13  -0.170
N 19.41 -14.22 18.31  0.928
O 19.08 -13.26 18.98  -0.610
O 18.64 -15.01 17.82  -0.452
H 21.22 -13.74 17.37  0.377
H 20.97 -15.49 17.83  -0.352
H 21.37 -14.22 19.06  0.317
C 23.07 -19.95 12.52  -0.450
N 24.19 -20.29 13.44  1.086
O 24.18 -19.76 14.54  -0.541
O 25.00 -21.11 13.06  -0.604
H 23.36 -19.04 11.99  0.371
H 22.18 -19.79 13.11  -0.111
H 22.99 -20.76 11.81  0.254
C 20.22 -25.66 10.57  -0.411
C 19.20 -24.83 11.00  -0.422
C 19.49 -23.58 11.53  -0.041
C 20.80 -23.16 11.64  0.362
C 21.82 -23.99 11.21  -0.369
C 21.54 -25.24 10.69  -0.538
H 19.97 -26.64 10.19  0.352
H 18.17 -25.18 11.02  0.354
H 18.65 -22.98 11.88  0.192
H 21.05 -22.21 12.11  -0.257
H 22.85 -23.64 11.25  0.398
H 22.32 -25.90 10.34  0.372
C 16.95 -17.26 19.94  -0.645
C 18.29 -17.62 19.83  -0.005
C 18.64 -18.76 19.10  -0.232
C 17.65 -19.47 18.43  -0.273
C 16.32 -19.13 18.58  -0.554
C 15.96 -18.04 19.35  -0.565
H 16.68 -16.39 20.52  0.396
H 19.05 -17.00 20.27  0.415
H 19.68 -18.99 18.94  0.103
H 17.95 -20.35 17.87  0.527
H 15.56 -19.76 18.12  0.476
H 14.92 -17.74 19.45  0.392
C 17.76 -14.33 12.46  -0.478
C 18.70 -15.27 12.84  -0.053
C 20.05 -14.95 12.86  -0.262
C 20.45 -13.66 12.54  -0.577
C 19.50 -12.69 12.20  -0.482
C 18.16 -13.04 12.13  -0.461
H 16.73 -14.66 12.41  0.374
H 18.42 -16.29 13.09  0.397
H 20.82 -15.65 13.16  0.408
H 21.50 -13.38 12.50  0.396
H 19.82 -11.69 11.96  0.366
H 17.39 -12.33 11.86  0.371
C 16.20 -21.52 12.11  -0.064
C 15.81 -22.78 11.71  -0.787
C 15.37 -22.97 10.40  -0.311
C 15.28 -21.88 9.55  -0.395
C 15.55 -20.60 9.99  -0.675
C 16.02 -20.42 11.28  -0.281
H 16.66 -21.40 13.08  0.561
H 15.85 -23.64 12.37  0.423
H 15.11 -23.98 10.11  0.411
H 14.95 -22.06 8.53  0.375
H 15.41 -19.74 9.34  0.415
H 16.20 -19.43 11.69  0.464
C 14.28 -17.56 12.99  -0.606
C 13.48 -18.71 12.99  -0.340
C 13.61 -19.65 13.99  -0.712
C 14.58 -19.48 14.99  -0.432
C 15.35 -18.34 15.01  0.015
C 15.21 -17.39 14.01  -0.387
H 14.17 -16.81 12.23  0.397
H 12.71 -18.82 12.24  0.409
H 13.03 -20.57 13.97  0.408
H 14.67 -20.27 15.73  0.359
H 16.16 -18.25 15.73  0.468
H 15.89 -16.54 14.02  0.399
C 22.93 -16.62 19.96  -0.322
C 22.07 -17.30 20.81  -0.502
C 21.90 -18.66 20.69  -0.440
C 22.66 -19.37 19.76  -0.613
C 23.51 -18.69 18.91  -0.410
C 23.64 -17.31 19.00  -0.592
H 23.05 -15.55 20.06  0.634
H 21.55 -16.75 21.59  0.422
H 21.22 -19.19 21.34  0.428
H 22.62 -20.45 19.70  0.420
H 24.08 -19.23 18.16  0.430
H 24.31 -16.84 18.29  0.547
C 19.41 -20.04 13.27  -0.893
O 19.92 -18.94 13.99  -0.019
C 19.57 -19.01 15.37  0.178
C 19.75 -17.66 16.02  -0.721
O 21.00 -17.45 16.62  0.840
C 22.12 -17.42 15.74  0.202
H 19.78 -20.00 12.24  0.445
H 18.32 -20.03 13.25  0.102
H 19.73 -21.00 13.70  0.226
H 20.24 -19.74 15.85  -0.596
H 18.55 -19.38 15.50  0.642
H 18.96 -17.46 16.73  -0.127
H 19.61 -16.89 15.23  0.069
H 22.17 -18.34 15.15  -0.190
H 22.94 -17.40 16.45  -0.101
H 22.09 -16.49 15.17  -0.280